(1)
{"formula": "C23H21F6N6O2PdSSb", "method": "ωB97M-V/def2-TZVPD", "lumo_energy_ev": [-4.92, -5.37], "total_charge": 1, "s_squared": 0.754, "e_above_lowest_kcal_mol": 0.0, "multiplicity": 2, "homo_lumo_gap_ha": [0.2449, 0.2289], "homo_energy_ev": [-11.5882, -11.5980], "symbols": ["Pd", "C", "C", "N", "N", "C", "N", "S", "C", "C", "C", "C", "C", "N", "H", "H", "H", "H", "H", "H", "H", "H", "H", "H", "O", "C", "N", "C", "C", "O", "N", "C", "C", "C", "C", "C", "C", "C", "C", "C", "C", "C", "C", "H", "H", "H", "H", "H", "H", "H", "H", "H", "H", "H", "F", "Sb", "F", "F", "F", "F", "F"], "positions_angstrom": [[0.025, -0.135, -0.090], [-0.226, 1.414, 3.991], [0.106, 0.943, 2.619], [-0.737, 0.604, 1.724], [-2.080, 0.538, 1.859], [-2.822, 0.083, 0.830], [-4.136, 0.091, 0.992], [-2.185, -0.488, -0.666], [1.523, 0.854, 2.168], [2.571, 1.282, 2.951], [3.869, 1.207, 2.450], [4.081, 0.699, 1.187], [2.984, 0.270, 0.449], [1.754, 0.349, 0.935], [-1.283, 1.318, 4.227], [0.049, 2.465, 4.087], [0.332, 0.836, 4.727], [-2.504, 0.717, 2.758], [-4.583, 0.510, 1.791], [-4.726, -0.237, 0.245], [2.391, 1.691, 3.934], [4.700, 1.553, 3.049], [5.071, 0.630, 0.762], [3.080, -0.156, -0.542], [1.640, -2.157, -1.212], [1.059, -2.688, -0.279], [1.100, -3.948, 0.192], [0.283, -4.134, 1.394], [-0.303, -2.701, 1.573], [-1.034, -2.314, 2.454], [0.180, -1.977, 0.535], [1.174, -4.505, 2.572], [1.923, -3.524, 3.215], [2.803, -3.862, 4.230], [2.945, -5.189, 4.613], [2.206, -6.171, 3.973], [1.322, -5.831, 2.957], [-0.893, -5.074, 1.172], [-1.738, -5.352, 2.245], [-2.833, -6.181, 2.072], [-3.095, -6.742, 0.828], [-2.261, -6.463, -0.241], [-1.164, -5.626, -0.072], [1.734, -4.645, -0.161], [1.821, -2.483, 2.924], [3.376, -3.090, 4.727], [3.628, -5.455, 5.408], [2.313, -7.208, 4.264], [0.743, -6.604, 2.468], [-1.533, -4.917, 3.215], [-3.481, -6.396, 2.912], [-3.946, -7.397, 0.695], [-2.458, -6.896, -1.213], [-0.524, -5.409, -0.916], [0.082, 1.549, -1.313], [-0.292, 3.463, -0.787], [0.792, 3.041, 0.715], [-1.739, 2.711, 0.190], [-0.637, 5.159, -0.104], [-1.386, 3.575, -2.286], [1.224, 3.906, -1.770]], "mulliken_charge": [0.12, -1.87, 1.29, 1.56, -1.13, 0.72, -0.42, -0.22, 0.55, -0.73, -0.73, -0.79, -0.77, 0.82, 0.45, 0.37, 0.39, 0.23, 0.19, 0.25, 0.55, 0.48, 0.48, 0.57, -0.66, -0.16, 0.03, 3.28, -1.28, -0.65, 0.85, -0.07, -0.21, -0.87, -0.49, -0.92, -0.23, -0.79, -0.02, -0.94, -0.42, -0.94, -0.35, 0.27, 0.35, 0.45, 0.41, 0.43, 0.48, 0.50, 0.41, 0.43, 0.45, 0.44, -0.72, 2.42, -0.62, -0.65, -0.52, -0.51, -0.51]}

***

(2)
{"formula": "C4H9NO2", "method": "ωB97M-V/def2-TZVPD", "smiles": "C/N=C\\OCCO", "lumo_energy_ev": 0.93, "total_charge": 0, "e_above_lowest_kcal_mol": 56.2, "homo_lumo_gap_ha": 0.4056, "homo_energy_ev": -10.1102, "symbols": ["C", "N", "C", "O", "C", "C", "O", "H", "H", "H", "H", "H", "H", "H", "H", "H"], "positions_angstrom": [[1.124, -1.647, -0.880], [-0.290, -1.452, -1.188], [-0.995, -0.967, -0.260], [-0.520, -0.705, 0.988], [-0.319, 0.653, 1.384], [-0.383, 1.692, 0.269], [0.610, 1.537, -0.719], [1.732, -1.198, -1.667], [1.443, -1.231, 0.078], [1.319, -2.719, -0.860], [-2.064, -0.782, -0.390], [-1.058, 0.894, 2.158], [0.676, 0.685, 1.843], [-1.390, 1.732, -0.173], [-0.203, 2.662, 0.743], [0.317, 0.844, -1.326]], "mulliken_charge": [-0.66, -0.50, -0.02, -0.36, -0.40, -0.45, -0.54, 0.29, 0.23, 0.32, 0.47, 0.30, 0.28, 0.30, 0.38, 0.36]}

***

Copy entry 2 word for word.
{"formula": "C4H9NO2", "method": "ωB97M-V/def2-TZVPD", "smiles": "C/N=C\\OCCO", "lumo_energy_ev": 0.93, "total_charge": 0, "e_above_lowest_kcal_mol": 56.2, "homo_lumo_gap_ha": 0.4056, "homo_energy_ev": -10.1102, "symbols": ["C", "N", "C", "O", "C", "C", "O", "H", "H", "H", "H", "H", "H", "H", "H", "H"], "positions_angstrom": [[1.124, -1.647, -0.880], [-0.290, -1.452, -1.188], [-0.995, -0.967, -0.260], [-0.520, -0.705, 0.988], [-0.319, 0.653, 1.384], [-0.383, 1.692, 0.269], [0.610, 1.537, -0.719], [1.732, -1.198, -1.667], [1.443, -1.231, 0.078], [1.319, -2.719, -0.860], [-2.064, -0.782, -0.390], [-1.058, 0.894, 2.158], [0.676, 0.685, 1.843], [-1.390, 1.732, -0.173], [-0.203, 2.662, 0.743], [0.317, 0.844, -1.326]], "mulliken_charge": [-0.66, -0.50, -0.02, -0.36, -0.40, -0.45, -0.54, 0.29, 0.23, 0.32, 0.47, 0.30, 0.28, 0.30, 0.38, 0.36]}